No. 1
One molecule with the formula C8H14O, computed with ωB97M-V/def2-TZVPD.

```
23
Properties=species:S:1:pos:R:3:forces:R:3
C -0.62284 1.74974 3.51498 1.0 0.0 0.2
O -0.51214 0.83923 2.46800 -0.3 -1.3 0.7
C -0.07877 1.42190 1.38454 0.6 0.5 -0.9
C 0.13898 0.91167 0.22263 0.4 -1.8 -3.4
C -0.20622 -0.49367 -0.14195 -1.5 1.7 2.0
C 0.73984 -1.08311 -1.03351 0.2 -0.1 -0.6
C 1.32886 -2.40091 -0.77936 -1.1 -0.7 -3.6
C -0.71719 -0.84799 -1.56744 1.9 -1.9 2.0
C -0.76960 0.10212 -2.72253 -0.4 1.6 -0.2
H -1.29724 2.48709 3.23210 -1.9 1.3 -0.2
H 0.27877 2.33891 3.74107 0.3 -0.8 0.0
H -0.95337 1.13350 4.29596 -0.4 -0.2 1.6
H 0.12903 2.42079 1.41252 0.7 2.8 0.9
H 0.73483 1.46170 -0.57059 -1.2 -0.2 1.3
H -0.63902 -1.02463 0.74836 0.3 0.1 -1.2
H 1.51657 -0.36089 -1.21593 0.0 0.4 -1.0
H 0.51621 -2.98090 -0.41912 0.1 -1.2 1.2
H 1.57535 -2.83890 -1.77605 -0.2 0.0 0.4
H 2.27349 -2.31936 -0.36183 1.4 -0.2 1.9
H -1.26496 -1.82863 -1.36467 0.3 1.5 -1.4
H -0.12315 -0.19005 -3.55349 -0.3 -0.4 0.0
H -0.29748 1.05065 -2.38971 -0.3 -0.4 0.0
H -1.74994 0.45174 -3.12398 0.4 -0.7 0.4
```
Forces are in eV/Å.

## Properties
Multiplicity: 1
Kohn-Sham gap in eV: 9.2
E_tot in eV: -10566.949


No. 2
A 13-piece molecular cluster, H26O13 overall, computed with ωB97M-V/def2-TZVPD.

```
39
Properties=species:S:1:pos:R:3:forces:R:3
H 0.49339 0.53940 0.03452 -0.4 0.2 0.2
H 0.30582 -0.94614 -0.22630 -0.5 0.5 0.0
H -1.24102 0.35282 -3.31442 0.0 0.2 0.0
H 0.15027 0.52952 -3.90021 0.0 0.1 0.0
H 1.87893 5.42659 -1.71224 -0.1 0.0 -0.1
H 1.37593 4.04977 -2.11397 -0.1 0.1 0.0
H 1.10335 0.23682 3.96239 0.1 0.0 0.0
H 0.85761 -1.22695 4.28952 0.1 0.1 0.0
H -0.27093 2.69971 3.41427 -0.1 0.0 0.3
H -0.70291 3.61087 2.27707 -0.1 -0.5 0.2
H 3.90831 -4.84299 -1.39079 0.1 0.0 0.0
H 3.40223 -4.09054 -0.17106 0.1 -0.1 0.0
H -3.53974 -1.48865 1.75637 0.0 0.1 0.0
H -3.86150 -1.01699 3.16493 0.0 0.1 -0.1
H 4.28932 -0.47797 0.54046 0.3 0.3 -0.1
H 4.77137 0.10253 -0.77889 -0.1 0.1 0.3
H -3.19958 0.07735 -1.29860 0.0 0.1 0.0
H -2.72901 -1.09106 -2.14913 -0.2 0.1 0.0
H -2.97597 -3.76426 -0.77356 -0.2 -0.2 -0.1
H -2.21473 -3.03738 -1.87000 0.0 -0.3 -0.2
H -1.62225 2.36811 0.13590 0.1 -0.1 0.1
H -1.54872 3.88596 0.16393 0.0 0.0 -0.4
H -1.99623 -1.97724 -0.13096 -0.3 0.2 0.0
H -0.76245 -2.56594 0.53330 -0.2 -0.3 0.3
H 1.90692 0.82726 -0.84070 0.1 -0.2 -0.3
H 2.25081 -0.56161 -0.32804 0.0 0.2 -0.2
O -0.09552 -0.08735 -0.40063 1.4 1.7 -0.6
O -0.40537 0.80892 -3.16388 0.0 -0.1 -0.3
O 1.21547 4.98923 -2.25770 0.1 -0.1 0.1
O 1.55798 -0.56669 4.23926 -0.2 0.0 -0.1
O -0.88071 2.74866 2.66945 0.9 -0.2 2.7
O 4.20784 -4.44080 -0.56768 -0.3 0.0 -0.1
O -4.11353 -0.88684 2.24377 0.1 -0.2 0.1
O 4.99185 0.06007 0.15843 0.9 -0.4 0.1
O -3.52780 -0.66491 -1.81851 0.3 0.3 0.0
O -3.09306 -3.36194 -1.64155 0.3 -0.2 0.2
O -1.23666 3.10129 0.62860 -0.7 0.8 -3.0
O -1.23001 -1.73362 0.40058 -1.2 -2.4 0.9
O 2.60587 0.33161 -0.39936 -0.5 0.1 -0.2
```
Forces are in eV/Å.

## Properties
Multiplicity: 1
Kohn-Sham gap in eV: 9.7
E_tot in eV: -27036.098


No. 3
One molecule with the formula C2H4N4, computed with ωB97M-V/def2-TZVPD.

```
10
Properties=species:S:1:pos:R:3:forces:R:3
N 0.38183 -1.44373 0.97361 0.6 0.3 0.8
N 0.30208 -0.27379 0.23144 -0.7 0.0 -0.7
C -0.61903 -0.13057 -0.74885 0.0 1.9 0.9
C -0.53375 1.25391 -1.02896 0.4 -2.1 0.4
N 0.50743 1.75694 -0.26611 -1.8 1.5 -2.0
N 0.97812 0.87090 0.47305 0.7 -2.1 1.7
H 1.37719 -1.60720 1.05749 0.1 -0.4 0.3
H 0.01403 -1.26170 1.92209 0.3 0.0 -0.7
H -1.26697 -0.99347 -0.91401 0.2 0.7 -0.4
H -1.14092 1.82871 -1.69976 0.2 0.2 -0.1
```
Forces are in eV/Å.

## Properties
Multiplicity: 1
Kohn-Sham gap in eV: 10.7
E_tot in eV: -8097.086


These records have F_max values of 0.07545; 0.06079; 0.06026 hartree/bohr, in the order they appear.
These records have energy above the lowest of the compared OMol25 structures with the same formula, charge and spin values of 71.4; 134.9; 51.4 kcal/mol, in the order they appear.
These records have lowest unoccupied orbital energy values of 1.01; -0.86; 0.99 eV, in the order they appear.